(1)
Formula: C5H12O
Source: OMol25
Level of theory: ωB97M-V with the def2-TZVPD basis set

```
18
Properties=species:S:1:pos:R:3:forces:R:3:mulliken_charge:R:1
C 0.0727 1.1898 0.5142 -0.75 -0.89 -0.96 0.266
C 1.5073 1.0781 0.4687 0.64 -0.83 -1.29 -0.932
C -0.6760 0.5719 1.6748 0.02 0.08 0.03 -1.305
H -0.3398 2.1389 0.1758 -0.08 -0.11 -0.08 0.418
H -0.4439 -0.0684 -2.3643 -0.01 0.27 0.29 0.307
H 1.9912 0.6967 1.3651 -0.02 -0.08 -0.06 0.343
H 1.6660 0.2122 -0.4522 0.06 0.88 1.41 0.291
H -0.3077 -0.4345 1.8776 0.03 0.01 0.01 0.320
H -1.7475 0.5104 1.4818 0.02 0.02 0.01 0.337
H -0.5282 1.1710 2.5768 0.00 -0.03 0.00 0.375
H 2.0337 1.9219 0.0291 -0.04 0.16 0.23 0.320
C -0.8797 -1.7890 -1.0554 -0.10 0.34 0.46 -1.092
C -0.0334 -0.6086 -1.4937 1.52 -0.89 -0.66 0.385
O 1.2476 -0.7111 -1.4314 -1.40 0.03 -0.27 -0.604
H -0.3028 0.3887 -0.5136 0.06 0.99 1.00 -0.362
H -1.9144 -1.4873 -0.8827 -0.01 -0.05 -0.04 0.325
H -0.8649 -2.5558 -1.8319 0.05 0.09 -0.04 0.352
H -0.4802 -2.2250 -0.1389 0.02 0.01 -0.04 0.254
```
Positions in Å, forces in eV/Å.

Properties
HOMO level = -9.7 eV
LUMO energy = 0.782 eV

(2)
Formula: C2H2S2
Source: OMol25
Level of theory: ωB97M-V with the def2-TZVPD basis set

```
6
Properties=species:S:1:pos:R:3:forces:R:3:mulliken_charge:R:1
C -0.8111 -0.3409 -0.1446 10.55 1.31 0.57 0.136
C 0.8215 0.0971 -0.0417 -10.74 -1.70 -0.86 -0.035
S -2.4150 -0.4382 0.0404 0.05 0.44 0.06 -0.207
S 2.4108 -0.2285 0.0753 -0.26 -0.13 -0.39 -0.158
H -2.7855 0.3736 1.0695 0.10 0.14 0.14 0.120
H 2.7793 0.5369 -0.9990 0.31 -0.06 0.49 0.145
```
Positions in Å, forces in eV/Å.

Properties
HOMO level (spin up / spin down) = -8.1 / -8.1 eV
LUMO energy (spin up / spin down) = -0.155 / -0.156 eV
SMILES = SC#CS

(3)
Formula: C5H15NOSi2
Source: OMol25
Level of theory: ωB97M-V with the def2-TZVPD basis set

```
24
Properties=species:S:1:pos:R:3:forces:R:3:mulliken_charge:R:1
C -3.0870 0.3102 -0.5323 -0.91 0.08 0.51 -0.804
C -1.9295 -0.2289 -0.8545 0.25 0.62 1.37 -0.113
C 1.1860 -1.0520 -1.8570 0.45 0.18 1.35 -0.878
C 2.0452 -1.2282 0.4830 -1.31 1.22 -1.58 -1.107
C -0.9128 -0.8593 2.1224 -0.38 1.14 0.03 -1.197
N 0.8177 -0.9080 -0.3743 2.48 -2.42 -2.07 0.267
O 0.3123 1.6558 1.0698 -2.03 -4.34 0.19 -0.335
Si 0.7297 2.7965 0.0753 0.58 0.48 -1.53 0.255
Si -0.5027 -0.2390 0.3489 0.45 2.05 2.16 0.475
H -3.8868 0.4014 -1.2262 -0.55 -0.29 -0.82 0.272
H -3.4322 0.6060 0.4307 0.50 0.68 0.90 0.255
H -2.0131 -0.6818 -1.7995 1.05 -0.36 -1.39 0.330
H 2.2317 -0.6423 -1.9538 -1.04 -0.32 -0.12 0.296
H 1.2117 -2.1275 -2.1312 -0.05 0.61 0.18 0.272
H 0.5289 -0.5116 -2.5578 0.11 -0.15 0.60 0.350
H 2.7154 -2.0719 0.2648 -1.12 -0.37 -0.23 0.323
H 2.6295 -0.3725 0.2518 1.08 0.90 0.53 0.425
H 1.6810 -1.1843 1.4793 0.30 -0.21 1.04 0.302
H -0.6884 0.0229 2.8835 -0.87 -2.08 -1.53 0.258
H -1.9565 -1.2680 2.0632 0.39 1.17 0.40 0.386
H -0.4364 -1.7951 2.4176 0.79 0.31 -0.08 0.428
H 2.2180 3.0279 -0.0548 -0.24 -0.42 -0.41 -0.156
H 0.4382 4.0698 0.7881 -0.63 0.26 -0.67 -0.160
H 0.1001 2.2799 -1.3371 0.68 1.26 1.17 -0.142
```
Positions in Å, forces in eV/Å.

Properties
HOMO level = -9.1 eV
LUMO energy = 0.627 eV
SMILES = C=C[Si@](C)(O[SiH3])N(C)C

Calculated total energy list, top to bottom, in eV: -7424.51983; -23770.02150; -24720.11149
Energy relative to the best compared isomer or geometry (same formula, charge and spin) list, top to bottom, in kcal/mol: 64.4; 129.0; 31.3